Record 1
A cluster of 11 separate species, C35H46F2O33 in total, computed with ωB97M-V/def2-TZVPD.

Element x y z (Å)
O: -3.706 2.099 -0.044
H: -0.097 -0.473 4.949
H: 3.466 -4.933 -2.126
O: 1.694 7.574 -2.772
H: -0.562 4.108 -2.570
H: -1.643 4.833 3.553
H: -1.842 2.339 1.749
H: 1.942 -1.626 -4.758
C: 1.411 1.137 4.926
C: -4.141 -3.084 -1.076
O: -2.174 0.593 -0.642
O: 2.101 6.635 2.084
O: 1.225 0.607 -0.222
C: -4.428 3.179 -0.612
H: -4.570 -3.728 -1.848
C: -2.629 -2.977 -1.178
C: 2.870 -0.550 4.477
C: -2.820 1.580 -0.852
C: 3.027 3.494 3.007
O: -4.415 -0.479 4.043
H: 3.720 3.317 3.832
H: -5.464 2.895 -0.785
O: 0.855 -4.229 -0.770
O: 5.033 -1.502 -2.501
H: -2.079 -3.832 -0.788
O: 2.713 -5.180 -0.158
O: -0.303 -2.454 -3.594
O: -4.717 -1.798 -1.412
O: 3.518 5.043 1.387
F: -0.968 -0.327 -3.986
C: 2.571 5.559 2.203
H: 0.692 -0.765 -2.899
C: 3.786 3.679 1.689
H: 5.022 -1.105 -5.494
H: -2.444 -2.839 -2.243
H: -5.378 -0.575 2.138
H: -4.238 -3.405 1.157
H: 6.288 -0.372 -3.743
H: 0.999 -0.249 -5.494
C: 5.189 -1.910 -4.782
H: -5.256 -4.409 0.204
C: 0.436 4.401 -2.881
C: 3.866 -1.982 -2.949
F: 0.037 -1.209 -0.770
O: -3.470 -2.116 5.226
O: -2.790 2.274 -2.020
H: 2.772 -7.419 -2.696
C: -3.651 3.439 -1.908
C: 0.761 1.277 0.853
H: -4.628 0.949 2.503
O: 0.337 2.396 0.864
O: 3.957 -2.330 -4.240
O: 0.799 0.467 1.917
O: 0.424 5.774 -3.279
C: 2.694 -5.460 -1.571
H: 1.824 -7.358 -1.216
C: 0.108 -1.139 -3.734
O: 3.769 -1.134 3.964
H: 0.639 -0.083 6.506
H: 0.551 -5.623 -2.239
O: 2.276 4.668 3.196
H: 4.847 3.512 1.844
O: -0.935 3.204 4.445
O: -0.953 -4.000 -5.078
O: -2.983 -1.733 3.021
C: -3.238 -0.681 2.101
C: 0.959 -1.207 -4.984
H: 0.862 3.723 -3.621
C: 0.779 -0.897 1.467
O: 0.263 -2.217 -5.742
C: -1.851 2.148 4.527
H: -0.231 -1.279 1.612
H: 2.019 -1.281 -0.373
C: -4.539 -0.121 2.668
H: 1.551 1.733 5.822
C: 1.675 -4.461 0.240
H: 0.805 1.463 4.092
H: 2.351 2.642 2.966
H: -2.265 -2.085 -0.668
O: -2.745 2.275 3.542
C: 5.990 -1.401 -3.546
H: 2.134 3.617 -1.745
H: 1.482 -1.493 2.045
O: -1.852 1.322 5.383
C: -5.641 -1.419 -0.511
H: 3.584 -7.302 -1.142
H: 0.806 4.342 -0.739
O: -6.143 -0.335 -0.445
C: 1.368 4.387 -1.672
H: -3.032 3.693 2.189
C: -2.195 3.057 2.483
H: 3.323 3.054 0.925
H: 1.332 -4.151 -2.763
O: 2.725 0.774 4.486
C: 2.713 -6.963 -1.710
H: -0.344 4.030 2.559
C: -1.204 3.892 3.214
O: 2.866 -2.071 -2.306
H: 5.772 -2.725 -5.207
C: -4.849 -3.396 0.247
H: 6.859 -2.011 -3.315
O: 2.058 5.641 -1.733
O: 1.834 -1.156 5.141
H: -4.316 3.524 -2.760
O: -5.815 -2.399 0.388
H: -2.909 4.227 -1.787
C: -3.587 -1.537 4.191
C: 1.407 6.432 -2.626
H: -3.274 -1.127 1.110
O: 1.503 -4.084 1.367
H: -4.384 4.026 0.070
C: 1.288 -4.873 -1.948
H: -2.369 -0.016 2.131
C: 0.832 -0.191 5.440
C: 1.109 -0.781 -0.049
C: -0.400 -2.987 -4.824

**E_tot**: -110044.537 eV
**Charge**: 0
**HOMO energy**: -10.6 eV
**SMILES string**: O=C1OC[C@@H](F)O1.O=C1OC[C@@H](F)O1.C[C@H]1COC(=O)O1.C[C@H]1COC(=O)O1.O=C1OCCO1.O=C1OCCO1.O=C1OCCO1.O=C1OCCO1.O=C1OCCO1.O=C1OCCO1.O=C1OCCO1
**Frontier orbital gap**: 10.187 eV

These are the Löwdin partial charges, in e, on atoms 1 to 5:
1. O 0.051
2. H 0.117
3. H 0.141
4. O 0.169
5. H 0.112

***

Record 2
A structure of composition C35H46FeN4O7PS2Si2, computed with ωB97M-V/def2-TZVPD.

Element x y z (Å)
H: -6.242 -2.244 -1.775
C: -3.221 -2.103 -0.251
H: -3.522 3.880 5.165
C: -4.055 1.917 4.476
C: 1.595 -1.949 -4.312
H: 1.092 -2.707 -3.707
C: -0.552 0.646 -4.314
H: -1.059 -2.646 6.263
C: 3.453 4.051 -1.057
H: -1.112 -3.361 1.384
H: -2.323 4.524 -1.318
C: -0.712 -4.221 3.292
C: -3.702 0.852 3.658
H: 0.897 -1.617 -5.081
Fe: 0.778 0.128 -0.227
O: -0.039 3.286 -2.143
C: -5.465 -1.924 -1.091
N: 1.591 -2.764 0.491
H: -6.684 -0.431 -0.149
C: 3.487 -1.220 -2.051
O: -0.798 -0.174 0.814
C: 2.788 -3.111 2.496
H: 3.356 -0.854 -1.034
N: 5.132 1.062 1.175
O: 1.037 -2.014 -0.432
H: 3.462 -2.311 -2.022
H: 3.133 -5.136 3.078
H: 2.787 5.113 -2.688
S: 2.318 -0.511 1.728
H: 2.788 4.472 -0.301
H: -1.767 -0.829 4.776
H: 4.863 3.151 1.361
S: -0.326 3.509 -0.634
C: -2.088 3.099 3.769
H: 3.576 1.439 -3.577
H: -0.839 2.071 2.358
H: 3.290 3.606 -3.065
H: -0.382 -4.834 5.325
Si: 2.177 -0.551 -3.205
H: 0.941 3.487 -2.380
C: -2.072 3.674 -0.688
C: -1.653 0.284 -2.187
O: 2.508 1.496 -0.871
H: -1.816 1.250 -5.923
C: -0.451 0.301 -2.941
C: -3.451 -1.099 0.699
O: 5.036 1.848 -1.353
C: -1.513 -1.948 2.959
H: -4.928 0.300 1.396
H: 0.344 0.681 -4.917
C: -1.113 -3.191 2.455
H: -3.999 -3.293 -1.856
H: 5.844 1.116 1.895
H: -2.400 3.829 0.338
C: 1.491 -4.104 0.330
H: -3.771 0.512 -2.174
C: -2.934 0.930 -4.115
H: -4.335 -0.030 3.646
H: -1.608 0.007 -1.141
H: 3.419 2.179 1.775
C: -1.480 -1.781 4.344
C: 2.233 -2.223 1.564
C: -1.743 2.028 2.952
H: 0.952 -4.390 -0.560
C: -5.713 -0.911 -0.177
Si: -1.995 -0.547 1.784
C: -2.547 0.889 2.871
C: -4.209 -2.516 -1.130
H: -2.485 2.748 -1.084
C: -1.768 0.970 -4.878
H: -4.956 1.866 5.075
H: -1.447 3.972 3.816
H: 4.470 -0.894 -2.401
C: -4.715 -0.506 0.703
H: 4.501 0.238 1.358
H: -0.411 -5.173 2.870
C: -2.867 0.574 -2.770
N: 2.790 4.151 -2.370
N: 0.723 -0.003 -2.331
O: -0.033 2.319 0.123
C: 2.035 -4.982 1.227
O: 0.277 4.734 -0.182
C: -0.693 -4.031 4.667
H: 1.929 -6.043 1.058
P: 3.766 2.299 -0.688
C: 2.975 0.804 -4.230
H: -2.232 -2.544 -0.330
C: 2.700 -4.472 2.341
H: 3.280 -2.675 3.354
H: 2.285 1.424 -4.803
C: 4.264 2.281 1.098
H: 5.559 0.977 0.226
H: 3.661 0.327 -4.935
C: -3.248 3.047 4.529
H: 2.449 -2.420 -4.807
H: 4.410 4.579 -1.026
H: -3.887 1.168 -4.569
C: -1.075 -2.806 5.191

**E_tot**: -138442.170 eV
**Charge**: 0
**Energy relative to the best compared isomer or geometry (same formula, charge and spin)**: 129.16 kJ/mol
**Multiplicity**: 6
**HOMO energy (alpha / beta)**: -7.7 / -7.3 eV
**Frontier orbital gap (alpha / beta)**: 7.736 / 5.962 eV

These are the Löwdin partial charges, in e, on atoms 1 to 5:
1. H 0.097
2. C -0.106
3. H 0.097
4. C -0.092
5. C -0.161

***

Record 3
A cluster of 2 separate species, C35H46N in total, computed with ωB97M-V/def2-TZVPD.

Element x y z (Å)
H: -1.843 3.890 -0.339
C: -2.814 0.079 2.017
C: -4.054 0.637 2.279
H: 1.398 -2.371 -4.926
C: -1.290 3.003 0.001
H: 1.886 -2.576 -3.229
C: 3.708 -0.939 6.047
H: 1.601 -1.121 0.123
C: -0.666 0.122 0.825
H: 3.003 -2.845 4.200
H: -0.888 2.515 -0.895
C: -4.007 -2.323 -1.521
H: 2.427 -3.744 2.269
H: -5.871 3.448 1.614
H: 2.576 2.386 1.334
H: -2.026 -2.696 -2.282
H: -3.309 -1.560 3.281
H: -3.724 3.634 0.745
C: 2.199 -2.853 1.671
H: 0.730 1.693 0.860
C: 2.304 -0.329 1.986
C: 3.249 -1.413 -4.418
C: 0.581 0.734 0.356
C: -2.208 2.116 0.776
C: 0.949 0.411 -4.536
C: -1.034 -0.164 -2.364
H: -2.350 -2.030 1.866
N: 0.991 -0.735 -3.638
H: -5.383 0.766 -1.065
H: -5.955 2.575 3.160
H: 2.236 1.612 -5.752
H: -6.559 1.810 1.689
H: 3.774 -2.007 6.280
C: -3.398 0.380 -1.798
H: -3.185 1.429 -2.015
C: -4.642 0.001 -1.311
H: 1.146 -2.927 1.361
H: -0.833 0.914 -2.367
C: 3.069 0.536 4.122
H: 1.758 2.730 2.875
C: -2.382 -0.577 -2.039
C: -2.484 -1.248 2.626
H: 3.514 2.719 2.790
H: -4.776 0.076 2.879
H: 4.702 -0.491 6.187
H: -0.098 -2.085 -2.535
C: -0.069 -1.034 -2.843
H: 0.486 0.946 -0.719
C: 2.465 -1.630 2.508
H: 3.316 1.403 -0.058
H: -5.937 -1.651 -0.782
C: -3.463 2.628 1.087
C: 2.612 2.212 2.409
C: -2.746 -1.942 -1.968
H: 3.038 -0.462 6.776
H: 3.313 1.395 4.753
C: 3.216 -0.746 4.644
H: -1.571 -1.200 3.238
C: 3.244 -0.269 -5.423
C: -4.411 1.907 1.814
H: 3.886 -0.268 -0.234
H: 3.789 -2.271 -4.832
H: 2.829 -2.887 0.770
H: 0.427 1.237 -4.043
C: -5.773 2.466 2.084
H: -0.592 -0.945 1.048
H: -4.266 -3.382 -1.467
H: 2.815 1.377 -4.100
H: 2.894 -0.635 -6.395
H: 4.261 0.108 -5.556
C: 3.012 0.389 -0.343
C: 1.857 -0.134 0.530
H: -0.455 3.373 0.618
H: 3.776 -1.101 -3.506
C: 2.897 -1.825 3.819
H: 2.725 0.401 -1.405
C: -1.851 0.779 1.195
C: 2.647 0.764 2.812
C: 2.348 0.870 -4.955
C: 1.838 -1.856 -4.054
H: 0.379 0.161 -5.450
C: -4.956 -1.357 -1.163

**E_tot**: -38525.111 eV
**Charge**: +1
**HOMO energy**: -9.6 eV
**Frontier orbital gap**: 4.607 eV

These are the Löwdin partial charges, in e, on atoms 1 to 5:
1. H 0.097
2. C -0.160
3. C 0.017
4. H 0.135
5. C -0.021

***

Record 4
A structure of composition C35H46N5O5PPdS, computed with ωB97M-V/def2-TZVPD.

Element x y z (Å)
H: 5.721 -2.333 -3.999
O: -1.175 -1.306 1.016
C: 3.948 0.618 0.021
C: 2.592 0.926 1.976
H: -3.728 -3.533 4.492
C: -1.143 -2.158 4.716
H: -0.496 3.131 -5.168
H: 1.542 -1.440 -4.001
C: 4.722 -2.524 -3.639
H: 1.310 0.686 -3.206
H: -6.430 -1.128 2.690
H: -3.249 3.802 -0.077
C: 2.377 -2.015 -3.633
H: 3.817 -0.980 -4.818
C: 0.414 3.531 -4.724
C: 2.479 2.949 -3.759
C: 4.498 -3.539 -2.724
H: -4.410 -1.962 4.958
H: -0.225 1.051 -3.976
C: -0.825 3.701 -2.657
C: -3.361 3.671 0.997
N: -3.873 -2.166 2.948
C: 0.458 -3.942 4.910
H: 0.928 4.145 -5.470
O: 0.250 -0.815 -1.369
H: -4.395 3.413 1.219
N: 0.066 4.355 -3.583
C: 0.089 -4.427 3.665
O: -0.726 3.609 0.119
H: -6.431 -2.667 1.829
C: 1.657 3.020 -1.432
H: 2.359 1.477 2.876
H: 1.732 5.571 -3.673
C: -6.023 -1.657 1.829
H: 0.138 -2.441 6.399
S: 0.167 -2.213 -0.833
N: 1.281 2.444 -4.307
N: -2.535 -2.040 2.710
H: 2.350 -3.025 -0.161
H: 1.538 3.635 -0.537
H: 3.126 2.127 -3.440
C: -4.543 -1.698 1.880
C: 1.894 -0.250 1.682
C: -2.431 2.563 1.459
C: -2.340 -1.510 1.460
H: -3.840 -0.907 -0.052
C: -0.150 -2.811 5.429
C: 1.641 -2.353 0.311
H: 2.355 2.203 -1.212
H: -1.617 -1.271 5.107
H: 0.025 -3.125 -3.016
C: -0.904 -3.787 2.946
C: 3.217 -3.794 -2.266
H: 2.998 3.570 -4.496
C: -4.376 -2.717 4.170
H: -5.380 -3.098 4.004
C: 3.619 1.354 1.151
H: -1.915 1.391 3.185
C: -3.631 -1.291 0.927
H: 3.569 -1.139 -1.133
C: 2.260 -1.023 0.563
C: -0.952 2.845 1.064
C: -2.594 2.204 2.931
H: -3.116 4.602 1.494
H: -1.704 3.341 -3.197
H: 1.192 -0.653 2.414
H: -1.217 -4.153 1.980
H: 0.650 -4.302 -1.840
C: 1.205 4.916 -2.972
H: 3.064 4.280 -2.243
C: 3.657 -1.759 -4.091
H: 4.188 2.238 1.403
H: 3.048 -4.614 -1.582
H: 0.555 -5.316 3.269
H: -1.145 4.405 -1.890
P: -0.010 2.232 -1.815
H: 1.241 -2.794 1.222
C: -1.524 -2.664 3.483
N: 2.196 3.828 -2.545
H: 0.924 5.476 -2.076
O: -0.081 2.148 1.646
H: -3.620 1.894 3.127
H: -6.350 -1.157 0.921
H: -2.360 3.058 3.558
H: -3.548 1.124 0.715
C: 2.141 -3.037 -2.722
O: -2.623 1.398 0.644
C: 3.272 -0.554 -0.275
H: 1.221 -4.453 5.474
C: 0.612 1.492 -3.434
Pd: -0.160 0.620 0.271
C: 0.766 -3.295 -2.237
H: 5.323 -4.140 -2.371
H: 4.766 0.933 -0.612

**E_tot**: -78318.300 eV
**Charge**: +2
**Energy relative to the best compared isomer or geometry (same formula, charge and spin)**: 141.84 kJ/mol
**HOMO energy (alpha / beta)**: -13.0 / -13.0 eV
**Frontier orbital gap (alpha / beta)**: 5.968 / 6.040 eV

These are the Löwdin partial charges, in e, on atoms 1 to 5:
1. H 0.112
2. O -0.192
3. C -0.084
4. C -0.065
5. H 0.105

***

Record 5
A structure of composition C35H46N6O3P2Sn, computed with ωB97M-V/def2-TZVPD.

Element x y z (Å)
C: -2.716 -2.756 1.653
H: -1.060 -0.488 -6.445
H: -0.841 -2.057 -2.051
H: 1.271 -0.746 -5.367
H: 4.652 3.337 -2.306
H: 0.080 2.097 -6.546
H: 4.373 -4.525 0.447
C: -3.972 -3.317 1.746
C: -0.791 -0.502 4.868
H: 5.436 1.080 -3.656
H: 2.479 -3.235 -1.008
C: -0.248 -0.755 3.447
N: -0.556 0.106 2.449
C: -1.531 1.056 2.562
H: -5.746 -3.190 0.357
C: 4.645 -2.519 1.436
H: 1.796 0.305 -3.471
H: -3.920 2.969 -0.827
H: 0.235 -3.407 6.533
C: 0.689 0.189 -5.269
C: -0.424 2.737 -5.804
P: -1.246 -1.096 0.157
C: -0.236 -1.881 -1.152
C: -0.878 -1.845 5.627
N: 2.990 -1.549 0.267
H: 0.740 -0.246 -2.119
C: 3.978 -1.330 1.238
H: -3.330 1.264 3.432
H: 5.408 -2.674 2.176
C: 3.474 1.920 -1.124
C: -3.262 0.956 -0.259
P: 1.974 -0.279 -0.154
H: -2.636 0.432 -4.337
H: 4.033 -0.980 -2.539
H: -0.167 1.705 7.489
H: 1.405 3.725 -5.181
C: -2.515 1.896 -2.164
C: 4.100 -3.485 0.524
Sn: -0.425 2.910 -1.525
H: -1.564 -1.759 6.480
H: -4.143 -1.483 -1.021
C: 1.063 2.238 -3.666
H: -0.010 4.098 -4.184
H: 1.943 2.620 -3.050
H: -4.309 -3.960 2.551
H: 0.944 -1.839 6.875
H: 1.651 3.081 0.636
H: 0.053 0.019 7.769
C: -4.732 -2.895 0.601
H: -0.936 -1.196 -4.804
C: 4.738 1.126 -2.828
H: -3.900 0.643 0.571
N: -2.205 0.173 -0.731
C: -0.418 0.726 7.081
H: -2.642 2.333 -3.125
C: 0.436 -2.425 6.096
N: 3.254 0.543 -1.206
C: -0.804 -0.258 -5.382
H: -1.505 0.625 7.182
C: 4.023 0.066 -2.273
C: 4.352 2.314 -2.121
H: 1.059 -2.550 5.207
C: 1.049 -1.094 -1.493
H: 0.064 1.529 5.116
C: -3.390 2.062 -1.064
H: 0.004 -2.871 -0.741
C: 3.111 -2.856 -0.214
H: 1.015 0.662 -6.213
H: -2.454 2.758 -4.997
C: -2.257 -0.080 4.585
H: 1.097 0.202 5.642
O: -1.724 1.986 1.769
H: -0.794 3.595 -6.399
H: -0.928 0.291 -2.454
H: 0.590 1.677 1.001
C: -1.743 0.787 -4.872
O: 0.399 -1.786 3.170
C: 0.523 3.268 -4.689
H: 4.054 -0.352 1.696
H: 3.025 2.488 -0.325
O: -3.239 -0.619 5.081
C: 0.058 0.564 5.643
H: -1.857 -2.781 2.303
H: -1.350 -2.541 4.912
H: -0.057 3.313 1.232
C: -3.913 -2.050 -0.139
C: 0.623 2.706 0.633
H: 1.720 -1.732 -2.083
C: 1.057 0.900 -4.007
N: -2.394 0.946 3.660
N: -2.664 -1.949 0.496
C: -1.622 0.831 -1.832
C: -1.608 2.085 -5.178

**E_tot**: -76527.841 eV
**Charge**: 0
**Energy relative to the best compared isomer or geometry (same formula, charge and spin)**: 466.33 kJ/mol
**HOMO energy**: -7.2 eV
**Frontier orbital gap**: 5.821 eV

These are the Löwdin partial charges, in e, on atoms 1 to 5:
1. C -0.112
2. H 0.131
3. H 0.077
4. H 0.117
5. H 0.093